311
Properties=species:S:1:pos:R:3:mulliken_charge:R:1 method="wB97M-V/def2-TZVPD" multiplicity=1 charge=+4 e_homo_ev=-12.56 fmax_ev_per_a=7.023 lumo_energy_ev=-7.1 e_tot_ha=-8788.93049 gap_ev=5.478
C 24.02 14.86 19.63 -1.453
C 25.26 15.67 20.02 0.145
C 25.46 16.96 19.13 -0.302
O 26.34 17.88 19.67 -0.431
C 26.89 18.76 18.66 -0.696
N 25.19 16.00 21.48 0.245
H 25.56 15.23 22.00 0.453
H 25.68 16.87 21.63 0.316
H 24.23 16.10 21.77 -0.110
H 24.24 14.48 18.63 0.468
H 23.05 15.35 19.56 0.135
H 23.93 13.91 20.15 0.515
H 26.11 14.99 19.98 0.380
H 24.45 17.38 19.03 0.099
H 25.74 16.56 18.16 0.461
H 27.78 18.42 18.14 0.406
H 27.23 19.57 19.31 0.103
H 26.19 19.11 17.90 0.280
C 16.89 21.76 22.07 -1.279
C 17.18 20.77 20.96 0.431
C 18.71 20.36 20.92 -0.158
O 18.97 19.48 19.80 0.501
C 19.42 19.98 18.54 0.104
N 16.35 19.50 21.15 4.036
H 16.26 18.96 20.30 0.152
H 16.63 18.84 21.87 -1.203
H 15.40 19.61 21.48 -0.108
H 17.55 22.62 21.99 0.306
H 16.92 21.30 23.06 0.117
H 15.94 22.26 21.94 0.209
H 16.91 21.12 19.96 0.423
H 18.86 19.82 21.85 -0.323
H 19.23 21.32 20.86 -0.150
H 19.23 19.22 17.78 -0.331
H 20.48 20.21 18.63 -0.349
H 18.97 20.95 18.34 0.196
C 12.47 11.37 25.72 -1.316
C 13.78 11.73 26.48 0.061
C 14.96 12.16 25.55 -0.760
O 14.65 13.36 24.86 0.048
C 15.75 13.91 24.06 -1.041
N 13.43 12.95 27.40 -0.259
H 14.20 13.12 28.03 0.369
H 13.13 13.79 26.93 0.210
H 12.68 12.61 27.97 0.393
H 11.99 12.18 25.17 0.367
H 11.80 10.97 26.48 0.524
H 12.75 10.62 24.98 0.318
H 14.14 10.97 27.18 0.384
H 14.97 11.42 24.75 0.271
H 15.97 12.18 25.96 0.489
H 15.44 14.86 23.64 0.031
H 15.95 13.35 23.15 0.205
H 16.55 14.05 24.79 0.770
C 16.94 15.00 11.07 -1.546
C 17.73 15.94 11.96 0.462
C 16.85 16.58 13.03 -1.010
O 17.65 17.44 13.79 -0.125
C 17.20 17.61 15.12 -0.428
N 18.78 15.02 12.58 0.118
H 18.37 14.14 12.85 0.456
H 19.55 14.77 11.97 0.440
H 19.23 15.38 13.41 0.099
H 16.10 15.45 10.54 0.395
H 16.46 14.12 11.50 0.414
H 17.59 14.58 10.30 0.455
H 18.32 16.64 11.38 0.333
H 16.31 15.88 13.67 0.348
H 16.05 17.15 12.55 0.416
H 17.88 18.31 15.60 -0.050
H 17.16 16.68 15.68 0.052
H 16.24 18.14 15.13 0.531
C 13.64 17.06 25.66 -1.802
C 13.89 18.63 25.82 0.579
C 14.23 19.01 27.29 -0.993
O 14.56 20.41 27.45 -0.159
C 14.39 20.82 28.81 -0.897
N 14.92 19.21 24.89 2.035
H 15.86 18.87 25.06 0.368
H 14.72 19.13 23.90 -0.732
H 14.93 20.21 25.01 -0.288
H 12.82 16.73 26.30 0.653
H 14.49 16.48 25.99 0.421
H 13.40 16.85 24.61 0.254
H 12.99 19.23 25.63 0.329
H 14.97 18.29 27.63 0.296
H 13.35 18.78 27.90 0.486
H 14.46 21.90 28.78 0.124
H 15.28 20.63 29.42 0.340
H 13.44 20.53 29.26 0.467
C 12.95 22.05 17.33 -1.633
C 13.30 20.67 17.86 0.670
C 12.05 19.79 18.09 -0.493
O 11.23 19.78 16.89 -0.446
C 9.95 19.35 17.14 -0.776
N 14.32 20.04 16.84 0.552
H 14.45 19.05 16.97 0.088
H 13.90 20.14 15.93 0.565
H 15.20 20.51 16.71 -0.069
H 12.07 22.47 17.83 0.398
H 12.85 22.16 16.25 0.348
H 13.77 22.74 17.54 0.528
H 13.82 20.77 18.81 -0.057
H 11.60 20.25 18.97 0.534
H 12.25 18.76 18.37 0.158
H 9.88 18.35 17.57 0.245
H 9.39 19.27 16.20 0.295
H 9.47 20.12 17.73 0.343
C 12.66 24.21 21.36 -0.691
C 12.64 25.75 21.51 0.855
C 11.65 26.48 20.57 -1.059
O 11.27 27.69 21.13 -0.326
C 10.17 28.27 20.43 -0.780
N 12.23 25.97 23.00 0.058
H 11.27 25.83 23.29 0.445
H 12.71 25.46 23.73 -0.022
H 12.43 26.91 23.30 0.479
H 11.71 23.70 21.54 0.559
H 13.44 23.61 21.84 -0.455
H 12.85 23.99 20.31 0.137
H 13.62 26.21 21.39 0.105
H 10.74 25.89 20.60 0.431
H 12.12 26.52 19.58 0.474
H 9.26 27.67 20.41 0.323
H 10.40 28.45 19.38 0.329
H 10.06 29.25 20.91 0.263
C 18.13 22.77 25.68 -0.810
C 16.97 23.03 26.67 1.717
C 17.42 23.15 28.14 -1.232
O 16.27 23.58 28.88 -0.341
C 16.52 23.65 30.30 -0.915
N 16.39 24.39 26.30 0.556
H 15.50 24.27 25.83 -0.258
H 16.17 24.84 27.18 0.483
H 17.01 25.00 25.80 0.233
H 18.94 23.49 25.77 0.125
H 17.76 22.72 24.65 -0.375
H 18.54 21.79 25.92 0.786
H 16.17 22.29 26.59 -0.743
H 18.19 23.91 28.01 0.450
H 17.79 22.19 28.51 0.561
H 17.09 24.55 30.52 0.367
H 17.02 22.77 30.70 0.360
H 15.61 23.78 30.89 0.267
C 21.15 22.03 13.28 -1.942
C 21.64 20.82 14.08 0.858
C 23.16 20.80 14.25 -0.615
O 23.57 21.75 15.21 -0.214
C 24.82 21.73 15.79 -0.505
N 20.97 20.70 15.45 2.850
H 20.98 19.73 15.75 -0.694
H 21.32 21.26 16.21 -0.286
H 19.98 20.88 15.40 -0.009
H 21.41 22.94 13.82 0.360
H 20.14 22.14 12.88 0.314
H 21.80 21.99 12.40 0.568
H 21.37 20.04 13.37 0.143
H 23.73 20.94 13.33 0.537
H 23.51 19.85 14.63 0.264
H 25.57 22.10 15.09 0.314
H 25.18 20.72 16.00 0.123
H 24.72 22.27 16.73 0.074
C 20.01 16.25 20.32 -1.399
C 18.72 15.89 19.69 1.195
C 18.76 14.78 18.58 -1.144
O 17.37 14.43 18.11 0.046
C 17.34 13.43 17.06 -0.779
N 17.71 15.47 20.76 1.504
H 18.17 14.67 21.18 0.570
H 17.74 16.24 21.42 -0.541
H 16.80 15.25 20.40 -0.244
H 20.75 16.65 19.62 0.376
H 20.42 15.46 20.94 0.629
H 19.97 17.04 21.08 0.012
H 18.23 16.79 19.33 -0.381
H 19.11 13.86 19.04 0.470
H 19.41 15.03 17.75 0.512
H 17.36 13.85 16.06 0.029
H 16.45 12.80 17.12 0.208
H 18.21 12.79 17.20 0.430
C 22.12 23.39 27.18 -1.514
C 22.70 23.64 25.77 0.175
C 22.79 22.38 24.88 -0.256
O 21.46 21.91 24.58 -0.252
C 21.37 20.78 23.74 -0.340
N 21.86 24.69 25.09 0.303
H 22.34 24.82 24.21 0.353
H 20.93 24.43 24.82 -0.213
H 21.71 25.55 25.61 0.473
H 21.27 22.70 27.19 0.216
H 21.88 24.26 27.80 0.481
H 22.76 22.95 27.95 0.468
H 23.71 24.03 25.88 0.371
H 23.35 21.67 25.50 0.453
H 23.23 22.61 23.91 0.054
H 22.31 20.23 23.69 0.293
H 21.06 21.12 22.75 -0.151
H 20.56 20.17 24.13 0.319
C 13.62 11.09 21.79 -1.154
C 13.08 12.16 20.73 -0.097
C 12.65 13.54 21.39 -0.544
O 12.34 14.42 20.41 -0.415
C 12.20 15.78 20.88 -0.545
N 14.17 12.42 19.76 0.035
H 14.56 11.56 19.42 0.468
H 13.91 13.00 18.98 0.325
H 14.95 12.87 20.21 0.037
H 14.70 11.05 21.94 0.422
H 13.39 10.07 21.49 0.482
H 13.14 11.22 22.76 0.013
H 12.17 11.77 20.26 0.407
H 13.50 13.82 22.01 0.177
H 11.78 13.46 22.05 0.612
H 11.45 15.86 21.66 0.495
H 12.05 16.39 19.99 0.120
H 13.16 16.10 21.29 0.090
C 26.48 22.01 23.28 -1.239
C 26.05 21.91 21.83 -0.002
C 24.73 21.12 21.56 -0.180
O 24.55 20.97 20.19 -0.026
C 23.45 20.07 19.85 0.095
N 25.93 23.35 21.24 0.077
H 26.91 23.52 21.06 0.455
H 25.30 23.38 20.45 0.176
H 25.43 24.04 21.78 0.414
H 27.41 22.58 23.31 0.451
H 26.62 21.01 23.68 0.401
H 25.75 22.55 23.89 0.154
H 26.76 21.45 21.14 0.315
H 23.93 21.70 22.00 -0.202
H 24.73 20.23 22.20 0.351
H 23.48 19.14 20.41 0.083
H 23.26 19.76 18.82 0.362
H 22.48 20.49 20.10 -0.394
C 20.20 24.45 15.91 -0.842
C 19.93 25.86 16.30 0.269
C 20.87 26.84 15.56 -1.156
O 20.65 28.20 15.82 -0.333
C 21.41 29.21 15.17 -0.806
N 18.49 26.21 15.91 0.226
H 17.76 25.68 16.38 -0.371
H 18.25 27.15 16.18 0.474
H 18.28 26.02 14.94 0.441
H 19.66 23.86 16.65 -0.031
H 21.27 24.26 16.03 0.272
H 19.86 24.08 14.95 0.762
H 19.85 26.12 17.36 0.176
H 20.77 26.66 14.49 0.425
H 21.92 26.59 15.72 0.474
H 22.48 29.10 15.38 0.291
H 21.07 30.20 15.46 0.270
H 21.15 29.23 14.11 0.330
O 12.38 22.67 24.21 -0.578
C 13.61 23.04 24.54 -0.081
O 14.43 22.17 24.80 0.288
O 13.83 24.26 24.56 -1.207
H 12.61 21.73 24.22 0.229
O 16.95 25.12 18.52 0.349
C 15.71 25.31 18.16 0.536
O 15.51 25.47 16.93 -0.831
O 14.86 25.16 19.04 -0.678
H 16.87 25.04 19.48 -0.207
O 11.51 19.12 21.40 -0.268
C 12.29 19.35 22.38 -0.114
O 11.70 19.42 23.46 -0.858
O 13.52 19.48 22.33 -0.609
H 10.83 18.92 22.04 0.294
O 21.79 17.56 24.27 -0.452
C 22.70 17.14 23.43 0.729
O 23.83 17.21 23.85 -0.855
O 22.38 16.66 22.39 -0.753
H 22.29 17.91 25.02 0.245
O 19.15 16.82 23.86 -0.507
C 17.97 17.50 23.86 0.190
O 17.14 17.39 23.00 -1.105
O 17.83 18.39 24.64 -0.810
H 19.75 17.47 24.23 0.248
O 17.07 23.28 15.33 -0.417
C 17.37 21.99 15.43 0.008
O 16.87 21.44 16.43 -0.406
O 18.17 21.40 14.71 -0.869
H 16.57 23.23 16.16 0.088
O 14.93 15.47 19.54 0.653
C 14.97 16.63 18.76 -0.309
O 15.58 17.61 19.13 -1.152
O 14.22 16.52 17.79 -0.866
H 14.32 15.35 18.81 0.001
C 23.09 16.17 15.78 0.391
F 23.59 15.41 14.77 -0.235
F 22.74 15.40 16.77 -0.150
F 24.05 17.05 16.17 -0.204
S 21.43 17.06 15.15 1.132
O 21.91 17.84 14.03 -0.783
O 20.40 16.07 14.76 -1.023
O 21.05 17.96 16.24 -1.113
C 17.39 25.86 22.06 -0.058
F 16.28 25.25 22.50 0.164
F 18.05 25.10 21.17 0.186
F 17.10 27.03 21.51 -0.248
S 18.56 26.20 23.58 0.898
O 19.31 24.94 23.73 -0.599
O 19.35 27.38 23.18 -0.678
O 17.66 26.39 24.71 -0.936
C 21.47 24.05 20.00 0.004
F 21.17 22.79 20.42 -0.017
F 20.25 24.67 19.78 -0.186
F 22.06 24.77 20.94 -0.185
S 22.58 23.88 18.45 0.697
O 22.68 25.22 17.80 -0.697
O 23.87 23.46 19.07 -0.856
O 21.87 22.85 17.71 -0.479

=====

130
Properties=species:S:1:pos:R:3:mulliken_charge:R:1 method="wB97M-V/def2-TZVPD" multiplicity=1 e_homo_ev=-9.05 fmax_ev_per_a=0.955 lumo_energy_ev=-1.0 e_tot_ha=-7849.46786 smiles="C/C(Br)=C(/Br)c1ccc(C)c2c1C(=O)c1ccccc1C2=O.c1ccccc1.c1ccccc1.c1ccccc1.c1ccccc1.c1ccccc1.c1ccccc1.c1ccccc1.c1ccccc1" de_lowest_kcal_mol=0.0 gap_ev=8.024
C -2.54 0.71 -3.77 -1.089
C -1.61 -0.03 -4.69 0.378
Br -0.86 1.02 -6.08 -0.136
C -1.34 -1.32 -4.54 -0.772
Br -0.18 -2.20 -5.78 -0.101
C -1.98 -2.10 -3.45 0.547
C -3.34 -2.36 -3.60 -0.405
C -4.04 -3.11 -2.68 -1.170
C -3.41 -3.64 -1.56 1.139
C -4.26 -4.48 -0.64 -1.821
C -2.05 -3.36 -1.35 0.082
C -1.34 -2.59 -2.30 0.683
C 0.11 -2.32 -2.04 0.558
O 0.91 -2.12 -2.92 -0.671
C 0.57 -2.33 -0.63 0.490
C 1.71 -1.61 -0.28 -0.747
C 2.11 -1.64 1.05 -0.973
C 1.39 -2.38 1.99 -0.496
C 0.26 -3.09 1.63 -0.984
C -0.15 -3.06 0.30 0.729
C -1.33 -3.84 -0.14 0.175
O -1.63 -4.83 0.49 -0.612
H -2.46 0.35 -2.75 0.319
H -2.39 1.78 -3.83 0.242
H -3.56 0.51 -4.10 0.291
H -3.88 -1.99 -4.46 0.637
H -5.09 -3.30 -2.83 0.464
H -3.70 -5.23 -0.10 0.206
H -4.97 -5.02 -1.26 0.432
H -4.85 -3.87 0.04 0.407
H 2.27 -1.06 -1.02 0.610
H 3.00 -1.11 1.34 0.496
H 1.76 -2.37 3.00 0.422
H -0.27 -3.68 2.36 0.692
C -2.64 5.17 -5.35 -0.794
C -1.55 4.30 -5.31 0.227
C -0.27 4.81 -5.16 -0.348
C -0.07 6.18 -5.04 -0.149
C -1.15 7.04 -5.09 -0.437
C -2.44 6.54 -5.25 -0.431
H -3.64 4.77 -5.47 0.420
H -1.69 3.23 -5.39 -0.212
H 0.58 4.13 -5.12 0.337
H 0.93 6.57 -4.91 0.330
H -1.00 8.11 -5.01 0.478
H -3.28 7.21 -5.29 0.432
C -1.52 -4.53 7.36 -0.428
C -0.73 -3.50 7.84 -0.365
C 0.46 -3.17 7.20 -0.510
C 0.85 -3.89 6.08 -0.304
C 0.07 -4.93 5.60 -0.349
C -1.13 -5.24 6.24 -0.432
H -2.45 -4.77 7.85 0.363
H -1.03 -2.94 8.72 0.368
H 1.08 -2.37 7.58 0.417
H 1.78 -3.65 5.58 0.387
H 0.38 -5.48 4.73 0.412
H -1.75 -6.04 5.86 0.438
C 1.99 5.18 -1.22 -0.552
C 0.75 5.40 -1.82 -0.208
C -0.15 6.29 -1.25 -0.429
C 0.19 6.95 -0.07 -0.463
C 1.42 6.73 0.53 -0.315
C 2.32 5.84 -0.05 -0.483
H 2.69 4.50 -1.67 0.392
H 0.49 4.88 -2.73 0.517
H -1.11 6.46 -1.71 0.401
H -0.52 7.65 0.37 0.385
H 1.67 7.24 1.45 0.378
H 3.28 5.67 0.42 0.413
C 1.74 3.79 2.72 0.133
C 2.99 4.06 3.26 -0.350
C 3.34 3.54 4.50 -0.465
C 2.43 2.76 5.21 -0.322
C 1.18 2.50 4.67 -0.521
C 0.83 3.01 3.43 -0.680
H 1.47 4.19 1.75 0.261
H 3.69 4.67 2.71 0.272
H 4.31 3.75 4.92 0.383
H 2.70 2.36 6.17 0.450
H 0.47 1.89 5.22 0.420
H -0.15 2.81 3.01 0.387
C 5.45 -5.53 -3.80 -0.431
C 4.24 -5.43 -4.48 -0.378
C 3.28 -4.52 -4.07 -0.494
C 3.52 -3.71 -2.96 0.085
C 4.72 -3.82 -2.28 -0.442
C 5.69 -4.72 -2.70 -0.402
H 6.20 -6.23 -4.13 0.353
H 4.06 -6.06 -5.34 0.365
H 2.34 -4.44 -4.60 0.347
H 2.76 -3.00 -2.65 0.248
H 4.91 -3.19 -1.41 0.380
H 6.63 -4.80 -2.16 0.363
C -3.10 -8.42 2.53 -0.577
C -3.70 -7.29 2.01 -0.058
C -5.09 -7.19 1.98 -0.340
C -5.87 -8.22 2.47 -0.416
C -5.26 -9.36 2.99 -0.389
C -3.88 -9.46 3.02 -0.422
H -2.02 -8.49 2.56 0.400
H -3.09 -6.48 1.62 0.421
H -5.56 -6.30 1.57 0.365
H -6.95 -8.15 2.45 0.363
H -5.87 -10.17 3.37 0.362
H -3.41 -10.34 3.43 0.367
C -0.09 7.17 -8.58 -0.404
C 0.48 7.52 -9.80 -0.453
C 0.54 6.60 -10.83 -0.430
C 0.03 5.32 -10.65 -0.433
C -0.53 4.97 -9.43 -0.501
C -0.59 5.89 -8.39 0.211
H -0.14 7.90 -7.78 0.355
H 0.88 8.52 -9.95 0.362
H 0.98 6.87 -11.78 0.362
H 0.08 4.60 -11.45 0.363
H -0.92 3.97 -9.28 0.396
H -1.03 5.62 -7.45 0.200
C 1.07 1.98 10.22 -0.513
C 1.71 2.55 9.12 -0.290
C 3.09 2.70 9.13 -0.258
C 3.83 2.29 10.23 -0.494
C 3.19 1.73 11.32 -0.344
C 1.81 1.58 11.32 -0.352
H -0.01 1.86 10.21 0.379
H 1.13 2.87 8.26 0.397
H 3.59 3.13 8.27 0.419
H 4.91 2.40 10.23 0.360
H 3.76 1.42 12.19 0.355
H 1.31 1.14 12.17 0.369

=====

- What is the multiplicity in the second record?
  1